Record 1
Formula: C26H35N3O2
Source: OMol25
Level of theory: ωB97M-V/def2-TZVPD

Summary:
Relative energy (zero: lowest compared OMol25 entry of this formula, charge and spin) = 0.0 kJ/mol
E_tot = -36096.548 eV
Molar mass = 421.58 u
SMILES = Cc1ccccc1-c1nc(CN2CCC(C(=O)NCCC3=CCCCC3)CC2)c(C)o1
LUMO = 0.653 eV

Geometry as XYZ:
```
66
Properties=species:S:1:pos:R:3:mulliken_charge:R:1
C -4.08295 -0.30480 -1.53233 -1.372
C -3.76570 -0.61665 -0.10371 1.102
C -4.42515 -1.65922 0.53432 -0.748
C -4.16865 -1.98351 1.85389 -0.666
C -3.23871 -1.25215 2.57527 -0.727
C -2.57145 -0.21172 1.96518 -1.114
C -2.81827 0.11267 0.62887 0.954
C -2.04502 1.20618 0.07526 0.705
N -1.30010 2.01310 0.77740 -0.630
C -0.72084 2.86955 -0.11655 1.672
C -1.14948 2.53296 -1.37156 -0.087
O -1.99645 1.47808 -1.24722 -0.234
C -0.85974 3.06281 -2.72638 -1.747
H -1.76842 3.06790 -3.32532 0.451
H -0.46786 4.07359 -2.65334 0.351
H -0.12236 2.43812 -3.23246 0.291
C 0.17216 3.98881 0.32360 -1.716
N 1.55375 3.68130 0.62454 0.304
C 2.40444 3.31549 -0.48795 -1.252
C 2.44245 1.81473 -0.79356 -0.091
H 1.45979 1.46580 -1.11514 -0.351
H 3.14976 1.61425 -1.59866 0.718
C 2.85314 1.05076 0.46522 0.627
C 1.82381 1.35478 1.55426 -0.033
C 1.79580 2.87359 1.79782 -1.402
H 2.77401 3.17409 2.19766 0.425
H 1.03386 3.11083 2.54176 0.449
H 0.83659 1.01091 1.24371 -0.329
H 2.07021 0.87257 2.50302 0.781
C 3.07902 -0.42821 0.14797 -0.339
O 3.20880 -0.84107 -0.98614 -0.681
N 3.24858 -1.21357 1.23635 0.057
H 3.01631 -0.84383 2.14320 0.282
C 3.46248 -2.63847 1.15351 -0.895
H 3.94468 -2.83446 0.19437 0.403
H 4.13779 -2.93432 1.96192 0.440
C 2.14696 -3.43007 1.24759 -1.325
C 1.27096 -3.13342 0.06281 1.094
C 0.24724 -2.29478 0.14135 -0.588
C -0.60638 -1.90510 -1.02430 0.959
C 0.04637 -2.28334 -2.34909 -0.981
C 0.56031 -3.71435 -2.26703 -1.084
C 1.67983 -3.77396 -1.23405 -0.747
H 2.54745 -3.23358 -1.62340 0.322
H 1.98163 -4.80990 -1.05638 0.381
H -0.25533 -4.37843 -1.97041 0.339
H 0.93237 -4.04536 -3.23866 0.457
H 0.89133 -1.61776 -2.53546 0.257
H -0.66906 -2.17248 -3.16720 0.450
H -1.58358 -2.39272 -0.92700 0.209
H -0.78289 -0.82855 -0.98915 -0.889
H -0.03010 -1.85032 1.08986 0.359
H 1.63392 -3.15954 2.17369 0.309
H 2.38882 -4.49436 1.28465 0.443
H 3.83085 1.43065 0.79782 0.164
H 3.42153 3.64206 -0.23342 0.359
H 2.08334 3.87404 -1.36929 0.446
H 0.17352 4.75917 -0.45419 0.454
H -0.26204 4.41843 1.23184 0.322
H -1.84336 0.37622 2.50169 0.507
H -3.03593 -1.49596 3.60736 0.427
H -4.69558 -2.80359 2.31892 0.418
H -5.15696 -2.23035 -0.01964 0.379
H -4.91204 -0.91656 -1.88049 0.490
H -4.34878 0.74466 -1.64864 0.297
H -3.21831 -0.49661 -2.16632 0.175
```



Record 2
Formula: C6H9Cl2N3O4
Source: OMol25
Level of theory: ωB97M-V/def2-TZVPD

Summary:
Relative energy (zero: lowest compared OMol25 entry of this formula, charge and spin) = 102.4 kJ/mol
E_tot = -44067.145 eV
Molar mass = 258.06 u
SMILES = O=[N+]([O-])[C@]1(O)N(Cl)C=CN1C[C@@H](O)CCl
LUMO = -0.065 eV

Geometry as XYZ:
```
24
Properties=species:S:1:pos:R:3:mulliken_charge:R:1
C -1.21097 -1.41022 0.29578 -0.170
C -0.67641 -2.64011 0.31610 -0.801
C 1.06075 -1.22657 0.44851 0.221
C -0.47436 0.89549 0.41333 -1.287
C -0.57966 3.28674 -0.56348 -0.692
C -0.54697 1.76572 -0.89880 0.497
N -0.14670 -0.49772 0.12805 0.542
N 0.67207 -2.65933 0.36794 -0.160
N 2.12896 -1.20319 -0.70503 1.075
O 3.24601 -1.57677 -0.32012 -0.608
O 1.82007 -0.96655 -1.84136 -0.573
O 1.75211 -0.77723 1.59658 -0.488
O -1.77010 1.46127 -1.65483 -0.530
Cl -1.76075 3.46639 0.74833 -0.199
Cl 1.36256 -3.72875 1.52466 -0.093
H -2.23982 -1.08163 0.06624 0.322
H -1.29443 -3.50904 0.43957 0.412
H 0.22269 1.43634 1.19967 0.255
H -1.53687 0.97068 0.81021 0.544
H 0.33980 3.47619 -0.06989 0.300
H -0.83841 4.02601 -1.20363 0.488
H 0.25996 1.48792 -1.62608 0.258
H 2.29974 -1.55405 2.03298 0.398
H -2.08929 0.55839 -1.50472 0.290
```



Record 3
Formula: C5H5ClS
Source: OMol25
Level of theory: ωB97M-V/def2-TZVPD

Summary:
Relative energy (zero: lowest compared OMol25 entry of this formula, charge and spin) = 81.3 kJ/mol
E_tot = -28621.849 eV
Molar mass = 132.61 u
SMILES = C=CC(=S)C(=C)Cl
LUMO = -1.130 eV

Geometry as XYZ:
```
12
Properties=species:S:1:pos:R:3:mulliken_charge:R:1
C 0.93062 -0.47148 0.09299 0.547
C 1.36317 -1.67339 0.45101 -0.774
C -0.53273 -0.14325 0.10019 0.335
C -0.85145 1.26645 0.37089 -0.100
C -1.97368 1.89053 0.11441 -0.765
H 2.43676 -1.92050 0.44407 0.264
H 0.65893 -2.48671 0.77097 0.218
H -0.02478 1.85908 0.80687 0.230
H -2.08396 2.97332 0.24678 0.251
H -2.84468 1.35296 -0.28289 0.238
S -1.63867 -1.28384 -0.26025 -0.257
Cl 2.02711 0.79707 -0.27051 -0.185
```



Record 4
Formula: C2H3N5O
Source: OMol25
Level of theory: ωB97M-V/def2-TZVPD

Summary:
Relative energy (zero: lowest compared OMol25 entry of this formula, charge and spin) = 785.1 kJ/mol
E_tot = -11612.693 eV
Molar mass = 113.08 u
LUMO = -0.505 eV

Geometry as XYZ:
```
11
Properties=species:S:1:pos:R:3:mulliken_charge:R:1
C -1.54603 -0.86000 -0.41125 0.115
C 0.29606 0.80258 -0.18117 0.331
H -2.37414 0.44613 1.51557 0.338
H -1.52053 -1.74286 -1.15072 0.302
H -1.21973 2.45464 0.24104 0.306
N -2.49909 -0.17088 0.28036 -0.622
N -0.15808 -0.52198 -0.17816 0.235
N 0.89775 -1.34926 0.20835 -0.111
N 1.86019 -0.73683 0.33896 -0.041
N -0.10245 1.94739 -0.01323 -0.585
O 1.57825 0.62594 -0.18816 -0.269
```



| no. | HOMO (eV) |
| --- | --- |
| 1 | -8.0 |
| 2 | -8.6 |
| 3 | -8.9 |
| 4 | -10.0 |